Record 1
The following is a quantum chemistry calculation of a molecular structure, C40H34AuF10N4OTe at a distorted geometry, from the Open Molecules 2025 dataset.

Each line ends with the Löwdin spin population.
Element x y z (Å)
1 Au -0.727 0.842 -0.868  0.003
2 C 0.392 -2.456 2.316  0.002
3 N 0.280 -1.046 2.064  0.001
4 C 1.453 -0.309 1.699  0.000
5 C 2.412 -1.002 0.730  0.055
6 N 1.789 -1.335 -0.520  0.458
7 C 2.477 -1.938 -1.477  0.018
8 C 1.778 -2.216 -2.695  0.120
9 F 0.517 -1.860 -2.803  0.034
10 C 2.372 -2.839 -3.767  -0.018
11 F 1.685 -3.081 -4.880  -0.017
12 C 3.706 -3.220 -3.692  0.142
13 F 4.287 -3.820 -4.724  0.045
14 C 4.437 -2.967 -2.537  -0.015
15 F 5.718 -3.332 -2.483  -0.015
16 C 3.844 -2.344 -1.466  0.114
17 F 4.602 -2.121 -0.388  0.038
18 C -1.028 -0.448 2.091  0.000
19 C -2.095 -1.000 1.155  0.000
20 N -1.929 -0.662 -0.245  0.000
21 C -2.527 -1.471 -1.172  0.000
22 C -2.468 -2.877 -1.183  0.000
23 F -1.716 -3.527 -0.271  0.000
24 C -3.068 -3.658 -2.152  0.000
25 F -2.945 -4.991 -2.103  0.000
26 C -3.751 -3.072 -3.201  0.000
27 F -4.332 -3.823 -4.147  0.000
28 C -3.825 -1.693 -3.246  0.000
29 F -4.500 -1.099 -4.239  0.000
30 C -3.244 -0.928 -2.254  0.000
31 F -3.396 0.407 -2.345  0.000
32 H 1.318 -2.680 2.857  0.000
33 H 0.368 -3.076 1.410  0.001
34 H -0.435 -2.781 2.954  0.000
35 H 2.076 -0.072 2.588  0.000
36 H 1.140 0.646 1.270  0.000
37 H 2.825 -1.905 1.197  0.017
38 H 3.271 -0.336 0.575  0.017
39 H -0.922 0.626 1.914  0.000
40 H -1.447 -0.552 3.105  0.000
41 H -3.049 -0.580 1.525  0.000
42 H -2.166 -2.078 1.313  0.000
43 C -7.247 4.711 2.860  0.000
44 C -5.790 4.663 2.495  0.000
45 C -5.335 3.863 1.462  0.000
46 C -3.992 3.797 1.091  0.000
47 C -3.630 2.886 -0.055  0.000
48 C -3.089 4.579 1.828  0.000
49 Te -1.007 4.542 1.581  0.000
50 N -0.702 3.172 0.300  0.000
51 C 0.073 3.470 -0.743  0.000
52 O 0.412 2.535 -1.520  0.000
53 C 0.589 4.830 -1.088  0.000
54 C 1.960 5.056 -1.138  0.000
55 C 2.441 6.313 -1.466  0.000
56 C 1.558 7.342 -1.773  0.000
57 C 0.191 7.112 -1.748  0.000
58 C -0.295 5.859 -1.400  0.000
59 C -0.623 3.244 3.197  0.000
60 C -1.662 2.725 3.959  0.000
61 C -1.383 1.829 4.979  0.000
62 C -0.071 1.455 5.222  0.000
63 C 0.955 1.970 4.447  0.000
64 C 0.706 2.878 3.421  0.000
65 C 1.841 3.391 2.579  0.000
66 C -3.518 5.422 2.865  0.000
67 C -2.568 6.277 3.664  0.000
68 C -4.866 5.445 3.182  0.000
69 H -7.818 3.970 2.303  0.000
70 H -7.667 5.694 2.643  0.000
71 H -7.388 4.523 3.925  0.000
72 H -6.045 3.262 0.905  0.000
73 H -4.528 2.629 -0.616  0.000
74 H -3.173 1.957 0.293  0.000
75 H -2.920 3.336 -0.743  0.000
76 H 2.642 4.242 -0.926  0.000
77 H 3.508 6.490 -1.495  0.000
78 H 1.937 8.319 -2.041  0.000
79 H -0.499 7.905 -2.005  0.000
80 H -1.365 5.675 -1.391  0.000
81 H -2.688 3.002 3.754  0.000
82 H -2.191 1.416 5.568  0.000
83 H 0.155 0.747 6.009  0.000
84 H 1.976 1.658 4.631  0.000
85 H 2.798 3.072 2.989  0.000
86 H 1.852 4.484 2.526  0.000
87 H 1.769 3.008 1.558  0.000
88 H -1.910 6.874 3.027  0.000
89 H -1.936 5.671 4.320  0.000
90 H -3.124 6.969 4.293  0.000
91 H -5.204 6.090 3.986  0.000

As for the energy: -88194.481 eV. Its molecular weight is 1101.286 g mol⁻¹. As for the spin multiplicity: 2. As for the total charge: 0. The value obtained for the maximum force is 0.0309 Eh/bohr. Its frontier orbital gap (alpha / beta) is 6.43 / 5.32 eV. The HOMO energy (alpha / beta) comes out at -6.59 / -6.59 eV.

***

Record 2
The following is a quantum chemistry calculation of a molecular structure, C40H34Br2O3P2S2Ta, from the Open Molecules 2025 dataset.

Each line ends with the Löwdin charge.
Element x y z (Å)
1 Ta -0.873 -0.088 -0.910  1.442
2 S -0.660 2.328 -0.181  0.443
3 P 1.046 1.616 0.678  0.516
4 C 0.834 -0.039 0.341  -0.714
5 P 0.651 -1.420 1.313  0.514
6 S -0.820 -2.303 0.228  0.494
7 C 2.112 -2.441 1.476  -0.355
8 C 2.029 -3.680 2.110  -0.081
9 C 3.165 -4.460 2.236  -0.061
10 C 4.380 -4.002 1.736  -0.061
11 C 4.462 -2.769 1.106  -0.062
12 C 3.323 -1.985 0.969  -0.069
13 C 0.073 -1.091 2.989  -0.337
14 C 0.985 -1.030 4.041  -0.074
15 C 0.541 -0.720 5.319  -0.068
16 C -0.806 -0.481 5.548  -0.069
17 C -1.715 -0.535 4.498  -0.066
18 C -1.278 -0.835 3.218  -0.093
19 C 2.476 2.286 -0.170  -0.357
20 C 3.151 1.522 -1.115  -0.096
21 C 4.215 2.078 -1.809  -0.060
22 C 4.598 3.389 -1.563  -0.059
23 C 3.920 4.155 -0.620  -0.060
24 C 2.856 3.607 0.076  -0.080
25 C 1.184 2.108 2.396  -0.348
26 C 2.439 2.072 3.007  -0.080
27 C 2.553 2.382 4.354  -0.064
28 C 1.423 2.723 5.085  -0.065
29 C 0.175 2.748 4.477  -0.066
30 C 0.050 2.438 3.132  -0.090
31 H 1.080 -4.031 2.502  0.117
32 H 3.108 -5.424 2.723  0.112
33 H 5.267 -4.614 1.837  0.111
34 H 5.408 -2.419 0.715  0.110
35 H 3.369 -1.024 0.471  0.087
36 H 2.035 -1.233 3.867  0.113
37 H 1.248 -0.675 6.137  0.114
38 H -1.151 -0.253 6.548  0.112
39 H -2.766 -0.354 4.679  0.111
40 H -1.985 -0.884 2.398  0.082
41 H 2.830 0.506 -1.312  0.088
42 H 4.742 1.487 -2.547  0.113
43 H 5.427 3.820 -2.110  0.112
44 H 4.222 5.176 -0.430  0.112
45 H 2.327 4.198 0.815  0.116
46 H 3.320 1.819 2.430  0.115
47 H 3.525 2.366 4.829  0.112
48 H 1.516 2.973 6.133  0.113
49 H -0.704 3.012 5.051  0.115
50 H -0.920 2.461 2.651  0.086
51 C -2.630 2.087 -4.663  -0.050
52 C -2.504 0.873 -3.781  -0.229
53 O -1.902 1.244 -2.506  -0.285
54 H -3.072 1.801 -5.618  0.092
55 H -1.652 2.529 -4.852  0.086
56 H -3.281 2.839 -4.210  0.086
57 H -1.829 0.130 -4.196  0.116
58 H -3.469 0.400 -3.590  0.119
59 H -2.392 1.985 -2.124  0.075
60 Br -6.925 -3.697 -3.742  0.779
61 C -6.429 -2.437 -2.427  -0.673
62 C -7.408 -1.840 -1.646  -0.099
63 C -7.046 -0.914 -0.675  -0.048
64 C -5.714 -0.584 -0.488  -0.002
65 C -4.746 -1.190 -1.282  -0.138
66 C -5.095 -2.121 -2.256  -0.052
67 C -3.330 -0.844 -1.104  -0.596
68 O -2.420 -1.372 -1.814  -0.178
69 O -2.950 0.030 -0.247  -0.152
70 H -8.447 -2.099 -1.796  0.109
71 H -7.812 -0.450 -0.069  0.115
72 H -5.416 0.131 0.266  0.122
73 H -4.329 -2.584 -2.863  0.120
74 Br 2.680 -1.249 -6.636  0.760
75 C 1.692 -0.940 -5.055  -0.693
76 C 1.040 -1.996 -4.439  -0.118
77 C 0.319 -1.762 -3.275  -0.109
78 C 0.237 -0.485 -2.709  -0.315
79 C 0.905 0.556 -3.366  -0.143
80 C 1.631 0.341 -4.528  -0.125
81 H 1.094 -2.989 -4.862  0.105
82 H -0.189 -2.597 -2.809  0.086
83 H 0.862 1.567 -2.972  0.095
84 H 2.139 1.159 -5.022  0.105

As for the energy: -230058.573 eV. Its molecular weight is 1029.547 g mol⁻¹. The value obtained for the energy above the lowest of the compared OMol25 structures with the same formula, charge and spin is 0.000 eV. As for the total charge: +1. The value obtained for the maximum force is 0.0093 Eh/bohr. Its frontier orbital gap is 7.69 eV. The HOMO energy comes out at -10.77 eV.